--- w ---
The following is a quantum chemistry calculation of 2 unconnected molecules or ions with the total composition C6H9N3O2S, from OMol25.

The geometry in XYZ format:
```
21
Properties=species:S:1:pos:R:3:mulliken_charge:R:1
C -0.701 -2.623 0.375 0.7363
C 0.231 -2.432 -1.660 0.6636
C -0.076 1.226 2.885 -0.3781
C -0.153 1.674 1.419 -0.4553
C 0.675 -0.096 2.940 -0.5552
C 0.664 -0.647 -3.389 -0.4870
N -0.750 -2.802 -0.868 -0.6103
N -0.641 -2.218 1.483 -0.7632
N 0.797 0.878 0.597 -0.1152
O 1.411 -2.425 -1.291 -0.6216
O -0.084 -1.773 -2.838 -0.3904
S 1.231 -0.370 1.278 0.3629
H 0.301 2.091 3.445 0.3362
H -1.256 1.052 3.064 0.2083
H -1.115 1.507 0.912 0.2627
H 0.069 2.754 1.348 0.3031
H 1.554 -0.069 3.662 0.3627
H 0.096 -0.955 3.197 0.4505
H 0.063 0.341 -3.220 0.1854
H 0.979 -0.838 -4.447 0.2390
H 1.588 -0.572 -2.712 0.2656
```

HOMO energy (spin up / spin down) = -8.38 / -8.38 eV
LUMO level (spin up / spin down) = -2.178 / -2.178 eV
total charge = 0
Kohn-Sham gap (spin up / spin down) = 6.1995 / 6.2004 eV
multiplicity = 1

=====

--- x ---
The following is a quantum chemistry calculation of a single C6H9N3O2S molecule, from OMol25.

The geometry in XYZ format:
```
21
Properties=species:S:1:pos:R:3:mulliken_charge:R:1
C 2.722 -1.482 -2.498 -1.2736
C 1.769 -1.118 -1.434 -0.1831
S 1.119 0.572 -1.553 -0.1973
C -0.214 0.257 -0.513 0.4619
N -1.209 -0.498 -0.898 -0.7652
N -2.130 -0.397 0.170 0.0457
C -1.677 0.492 1.173 0.1560
C -2.497 0.686 2.414 -1.2029
C -0.504 1.115 0.646 0.4588
N 0.283 2.016 1.232 0.8893
O 1.443 1.764 1.286 -0.5357
O -0.270 3.007 1.639 -0.5844
H 3.449 -0.666 -2.714 0.3255
H 3.328 -2.339 -2.234 0.3577
H 2.264 -1.640 -3.471 0.3193
H 2.304 -1.169 -0.386 0.2192
H 0.974 -1.944 -1.348 0.3285
H -3.080 -0.927 0.240 0.2623
H -1.954 0.291 3.388 0.2461
H -2.665 1.771 2.490 0.3026
H -3.456 0.210 2.371 0.3693
```

SMILES = CCSc1n[nH]c(C)c1[N+](=O)[O-]
HOMO energy = -8.64 eV
LUMO level = 0.039 eV
total charge = 0
Kohn-Sham gap = 8.6770 eV
multiplicity = 1

=====

w is the most stable structure; the next one sits 0.0128 hartree above it.

=====

--- w ---
The following is a quantum chemistry calculation of a single C2H2O2S2 molecule, from OMol25.

The geometry in XYZ format:
```
8
Properties=species:S:1:pos:R:3:mulliken_charge:R:1
O -0.256 -1.422 -0.239 -0.5877
C -0.572 -0.182 -0.156 0.6386
O -1.809 0.223 0.051 -0.3959
C 0.531 0.790 -0.029 0.2511
S 0.098 2.255 -0.128 -0.2570
S 2.166 0.121 -0.043 -0.1644
H -2.260 -0.602 0.263 0.3464
H 2.103 -1.182 0.281 0.1691
```

SMILES = O=C(O)C(=S)S
HOMO energy = -9.33 eV
LUMO level = -1.288 eV
total charge = 0
Kohn-Sham gap = 8.0367 eV
multiplicity = 1

=====

--- x ---
The following is a quantum chemistry calculation of a single C2H2O2S2 molecule, from OMol25.

The geometry in XYZ format:
```
8
Properties=species:S:1:pos:R:3:mulliken_charge:R:1
C -1.897 -0.603 -0.535 0.3983
C -0.822 -1.042 -0.263 -0.6048
S 0.766 -1.561 0.300 -0.0971
S 1.173 0.430 0.196 0.8691
O 2.544 0.763 0.376 -0.5494
O 0.413 1.004 -0.875 -0.5073
H -2.826 -0.116 -0.397 0.3659
H 0.649 1.125 1.197 0.1252
```

SMILES = C#CS[SH](=O)=O
HOMO energy = -10.32 eV
LUMO level = -0.260 eV
total charge = 0
Kohn-Sham gap = 10.0639 eV
multiplicity = 1

=====

--- y ---
The following is a quantum chemistry calculation of 2 unconnected molecules or ions with the total composition C2H2O2S2, from OMol25.

The geometry in XYZ format:
```
8
Properties=species:S:1:pos:R:3:mulliken_charge:R:1
C 1.274 0.684 -1.150 -0.1149
C -2.125 -0.524 -0.346 0.5842
O 1.191 -0.347 1.573 -0.4838
O -2.026 -1.348 -1.151 -0.3362
S -2.354 0.798 0.449 -0.2520
S 1.863 0.464 0.210 -0.0038
H 0.502 0.383 -1.923 0.2985
H 1.676 -0.110 2.339 0.3081
```

HOMO energy = -9.45 eV
LUMO level = 0.205 eV
total charge = 0
Kohn-Sham gap = 9.6507 eV
multiplicity = 1

=====

w is the most stable structure; the next one sits 0.0621 hartree above it.

=====

--- w ---
The following is a quantum chemistry calculation of a molecular structure, C22H26CrN5O4, from OMol25.

The geometry in XYZ format:
```
58
Properties=species:S:1:pos:R:3:lowdin_spin:R:1
Cr 0.124 0.362 -0.183 3.0346
C 1.980 -2.105 2.892 -0.0014
C 1.803 -1.208 1.836 0.0103
N 0.608 -0.937 1.334 -0.0120
C -0.483 -1.547 1.875 0.0053
C -0.398 -2.451 2.925 -0.0003
C 0.885 -2.726 3.434 0.0111
C -1.606 -3.045 3.438 -0.0009
C -2.810 -2.722 2.924 -0.0014
C -2.920 -1.772 1.847 -0.0004
C -4.143 -1.359 1.287 0.0084
C -4.154 -0.416 0.290 -0.0009
C -2.942 0.111 -0.163 0.0073
N -1.776 -0.285 0.325 -0.0168
C -1.762 -1.202 1.330 0.0037
H 2.976 -2.290 3.267 -0.0003
H 2.648 -0.697 1.397 0.0002
H 0.998 -3.423 4.257 0.0005
H -1.529 -3.751 4.256 -0.0001
H -3.715 -3.165 3.320 -0.0001
H -5.071 -1.778 1.658 0.0004
H -5.080 -0.066 -0.143 -0.0002
H -2.913 0.884 -0.921 0.0000
C -0.188 2.779 -2.142 0.0029
O -0.504 1.379 -1.911 0.0155
C -0.522 0.631 -3.140 0.0012
C -0.868 -0.786 -2.813 0.0009
O 0.030 -1.207 -1.782 0.0204
C -0.128 -2.601 -1.452 0.0024
H -0.820 3.150 -2.946 0.0002
H 0.862 2.871 -2.419 0.0004
H -0.399 3.315 -1.227 -0.0002
H 0.460 0.704 -3.613 0.0004
H -1.265 1.057 -3.815 -0.0003
H -0.744 -1.409 -3.701 -0.0001
H -1.899 -0.885 -2.464 0.0002
H 0.077 -3.209 -2.332 0.0003
H -1.144 -2.793 -1.101 0.0002
H 0.589 -2.837 -0.671 0.0001
C -1.618 3.718 1.785 -0.0081
O -1.295 2.697 0.794 -0.0186
C -0.266 1.892 1.096 -0.0795
O 0.377 1.993 2.114 0.0025
H -2.621 4.050 1.542 -0.0006
H -0.911 4.538 1.697 -0.0004
H -1.571 3.296 2.783 -0.0010
N 4.611 0.367 -3.154 -0.0022
C 3.989 0.832 -2.052 -0.0008
C 2.695 0.414 -1.692 0.0080
N 2.101 0.903 -0.603 -0.0067
C 2.764 1.790 0.157 0.0093
C 4.039 2.181 -0.221 -0.0016
N 4.646 1.722 -1.304 0.0081
H 4.221 -0.356 -3.729 -0.0001
H 5.554 0.671 -3.334 -0.0001
H 2.163 -0.334 -2.263 0.0002
H 2.278 2.165 1.044 0.0004
H 4.585 2.895 0.384 -0.0003
```

⟨S²⟩ = 3.8225
HOMO energy (spin up / spin down) = -14.34 / -14.31 eV
LUMO level (spin up / spin down) = -6.373 / -6.607 eV
total charge = +2
Kohn-Sham gap (spin up / spin down) = 7.9680 / 7.7019 eV
multiplicity = 4

=====

--- x ---
The following is a quantum chemistry calculation of a molecular structure, C22H26CrN5O4, from OMol25.

The geometry in XYZ format:
```
58
Properties=species:S:1:pos:R:3:lowdin_spin:R:1
Cr -0.202 -0.132 0.068 3.0833
C 2.214 0.554 3.691 -0.0007
C 1.116 0.465 2.835 0.0095
N 1.232 0.390 1.519 -0.0115
C 2.481 0.412 1.002 0.0055
C 3.655 0.475 1.783 0.0001
C 3.491 0.542 3.176 0.0104
C 4.917 0.447 1.122 -0.0018
C 4.999 0.453 -0.233 -0.0006
C 3.827 0.470 -1.044 -0.0002
C 3.854 0.547 -2.446 0.0139
C 2.651 0.540 -3.122 -0.0014
C 1.458 0.403 -2.415 0.0122
N 1.392 0.302 -1.090 -0.0066
C 2.567 0.390 -0.414 0.0086
H 2.047 0.621 4.754 -0.0002
H 0.111 0.467 3.230 0.0001
H 4.355 0.591 3.820 0.0005
H 5.806 0.407 1.729 -0.0001
H 5.956 0.430 -0.732 -0.0001
H 4.794 0.620 -2.973 0.0006
H 2.616 0.617 -4.196 -0.0004
H 0.520 0.352 -2.954 0.0004
C -2.502 1.704 2.549 0.0015
O -1.295 1.721 1.796 0.0220
C -1.195 2.828 0.926 0.0019
C -1.994 2.637 -0.358 0.0013
O -1.364 1.648 -1.169 0.0197
C -1.937 1.648 -2.470 0.0013
H -2.675 2.680 3.010 0.0007
H -2.389 0.955 3.330 0.0000
H -3.364 1.440 1.934 0.0000
H -0.131 2.918 0.678 0.0010
H -1.533 3.739 1.434 0.0001
H -2.035 3.587 -0.901 0.0003
H -3.018 2.315 -0.125 0.0000
H -1.672 2.571 -2.997 0.0004
H -3.027 1.573 -2.416 0.0001
H -1.552 0.794 -3.021 0.0000
C -1.103 -2.888 3.196 -0.0122
O -0.213 -2.452 2.136 -0.0245
C -0.605 -1.537 1.338 -0.1175
O -1.675 -0.945 1.313 -0.0294
H -0.511 -2.942 4.107 -0.0004
H -1.489 -3.873 2.941 -0.0004
H -1.927 -2.183 3.303 -0.0019
N -4.330 -2.529 -2.544 -0.0018
C -3.013 -2.419 -2.371 -0.0004
C -2.420 -1.491 -1.472 0.0064
N -1.104 -1.385 -1.364 -0.0073
C -0.343 -2.188 -2.123 0.0098
C -0.931 -3.100 -2.995 -0.0008
N -2.231 -3.215 -3.109 0.0072
H -5.003 -2.021 -1.998 0.0000
H -4.650 -3.236 -3.188 -0.0001
H -3.030 -0.863 -0.836 0.0007
H 0.728 -2.105 -2.028 0.0013
H -0.329 -3.748 -3.613 -0.0003
```

⟨S²⟩ = 3.8630
HOMO energy (spin up / spin down) = -14.21 / -14.19 eV
LUMO level (spin up / spin down) = -6.509 / -6.718 eV
total charge = +2
Kohn-Sham gap (spin up / spin down) = 7.6967 / 7.4735 eV
multiplicity = 4

=====

w is the most stable structure; the next one sits 0.0418 hartree above it.